[1]
Formula: C2H4N4S
Source: OMol25
Level of theory: ωB97M-V with the def2-TZVPD basis set

Geometry as XYZ:
```
11
Properties=species:S:1:pos:R:3:forces:R:3:lowdin_charge:R:1
C 0.2500 -0.2221 0.5543 1.0143 1.4267 -0.0717 -0.756
C -0.5844 0.6345 -1.4149 0.9418 0.4642 2.6157 -0.508
H 0.6398 -1.5572 2.4616 0.0138 0.3915 -0.4368 -0.113
H -2.6806 -0.0794 -0.7019 5.4431 -1.2255 -0.6587 0.303
H -1.6110 0.8636 -3.0449 0.7559 0.2224 0.9515 0.064
H 1.2390 1.4036 -0.4617 2.2133 1.4106 -0.2970 0.085
N -0.8176 -0.8758 0.3372 0.3301 -0.2050 0.5656 -0.033
N -1.2994 -0.3887 -0.8389 -6.9657 0.0323 -0.4190 -0.054
N -0.8297 1.2440 -2.4749 0.3320 0.6463 -1.2152 0.100
N 0.4663 0.8489 -0.3702 -3.9316 -3.3070 -0.7927 0.132
S 1.3614 -0.5565 1.8961 -0.1469 0.1433 -0.2417 0.779
```
Forces are in eV/Å.

energy: -18931.522 eV
maximum force: 0.1357 Eh/bohr
HOMO level: -0.306 hartree
net charge: 0
ΔE to the lowest compared entry with this formula, charge and spin: 292.3 kJ/mol

***

[2]
Formula: C45H113N7O3S
Source: OMol25
Level of theory: ωB97M-V with the def2-TZVPD basis set

Geometry as XYZ:
```
169
Properties=species:S:1:pos:R:3:forces:R:3:lowdin_charge:R:1
C 4.8197 1.0161 0.2668 -0.6479 1.4289 -0.1966 -0.040
C 4.2062 0.7226 -1.0538 -1.3170 -1.9185 -0.7896 -0.340
O 5.1897 0.8599 -2.0649 0.8350 0.1446 -2.5630 -0.258
S 4.7175 0.4879 -3.6178 -0.3748 -0.4506 -0.1307 0.701
C 4.7863 -1.4030 -3.5317 -0.3520 1.5069 -0.1141 -0.088
O 3.3413 0.9883 -3.7547 1.9084 -1.0567 0.2543 -0.324
O 5.6976 0.8952 -4.6231 -1.1996 -0.4207 2.2798 -0.290
H 5.7069 0.4110 0.4537 -0.2260 0.0936 0.1352 0.094
H 4.0310 0.9417 1.0155 0.2163 -0.4409 0.2606 0.086
H 5.0352 2.0838 0.2279 0.6541 0.0104 0.3397 0.063
H 3.8405 -0.3041 -1.0697 0.3308 -0.5907 0.1295 0.089
H 3.2791 1.1928 -1.3814 0.2704 1.0641 0.5280 0.084
H 4.4270 -1.7375 -4.5049 -0.0563 -0.0436 0.0082 0.042
H 4.1359 -1.7603 -2.7333 -0.0835 0.1866 -0.1089 0.055
H 5.8067 -1.7422 -3.3536 0.0101 0.4333 -0.0807 0.069
C 0.5541 3.0137 -2.5063 -0.0721 -0.1424 1.2773 -0.059
C 1.1662 3.4225 -1.1106 0.0566 0.3713 -1.9311 -0.230
N 2.0934 4.5579 -1.2594 -1.6885 0.3669 -0.6163 -0.195
C 3.3014 4.2678 -2.0963 -0.0711 1.1445 2.0601 -0.179
C 4.0304 5.6154 -2.4504 -0.2857 -0.6534 -0.5275 -0.065
C 2.2786 5.2359 0.0119 2.0636 -0.0216 0.8649 -0.228
C 3.0651 4.3857 1.0833 -0.4170 -0.5435 -0.3287 -0.065
H 1.2426 2.3481 -3.0269 -0.0104 0.4810 -0.5016 0.045
H 0.1934 3.8983 -3.0311 0.7644 0.1070 -0.3079 0.080
H -0.3729 2.4483 -2.4109 0.0289 -0.3210 0.5121 0.035
H 0.3338 3.7055 -0.4663 0.2432 0.0921 0.2689 0.109
H 1.7257 2.5892 -0.6857 -0.2756 -0.5130 0.2442 0.072
H 3.8706 3.6432 -1.4078 1.1193 -0.0589 -0.2472 0.082
H 3.0827 3.5914 -2.9226 -0.3417 0.6102 -0.2240 0.097
H 3.3895 6.2865 -3.0222 -0.4751 -0.1243 0.1980 0.069
H 4.3853 6.1838 -1.5907 -0.1257 -0.3165 0.1752 0.057
H 4.8869 5.5176 -3.1174 0.1624 -0.5944 0.1507 0.063
H 1.3752 5.6056 0.4971 -0.5837 -0.6128 -0.4319 0.096
H 2.8067 6.1795 -0.1248 0.3165 -0.0690 -0.3291 0.093
H 3.2760 4.8498 2.0468 -0.2972 0.4004 -0.1072 0.054
H 4.0174 3.9570 0.7713 0.1761 0.4872 -0.4895 0.043
H 2.4910 3.4819 1.2871 -0.3327 -0.0227 0.2832 0.050
C 1.0165 -1.4629 4.9732 -0.6169 0.3220 1.0315 -0.071
C 0.3170 -1.3098 6.3549 -0.6679 -0.2147 -0.9046 -0.227
N -1.1159 -0.8812 6.3143 1.0275 -0.8497 -0.0012 -0.176
C -1.3643 0.4443 5.7704 0.5630 -0.6061 -0.3321 -0.279
C -2.6673 0.4658 4.9952 0.1536 1.5674 0.8742 -0.066
C -1.7030 -1.1084 7.6439 -0.1077 -0.3110 -0.1962 -0.256
C -1.9738 -2.5763 7.9526 0.2226 -0.8357 -0.1436 -0.095
H 0.4057 -2.0460 4.2841 -0.0877 0.1529 -0.0316 0.063
H 1.9398 -2.0184 5.1380 0.1395 0.1890 -0.1017 0.069
H 1.2331 -0.4721 4.5739 0.0987 -0.1805 -0.3153 0.051
H 0.3545 -2.2962 6.8173 -0.1661 0.0921 0.1255 0.093
H 0.9024 -0.6438 6.9888 0.2115 0.2859 0.1902 0.109
H -1.2783 1.2266 6.5246 -0.7805 0.0580 0.6158 0.094
H -0.5840 0.8334 5.1163 0.4663 -0.8596 -0.3892 0.097
H -3.4719 0.4493 5.7303 -0.3856 -0.3871 -0.3461 0.070
H -2.6517 1.4799 4.5958 -0.5886 0.0876 -0.5095 0.061
H -2.7828 -0.2613 4.1914 0.2208 -0.0808 0.3026 0.058
H -2.6601 -0.6151 7.8138 0.0530 0.4695 -0.6053 0.110
H -1.0128 -0.6935 8.3785 0.0820 0.0743 0.5068 0.108
H -2.5037 -3.1258 7.1746 -0.1691 0.4870 -0.4151 0.067
H -2.5919 -2.7250 8.8380 0.1985 0.2927 0.2369 0.070
H -1.0648 -3.1661 8.0712 0.1263 0.1335 0.2945 0.057
C 3.3262 -5.4195 -7.5646 0.3281 -1.2678 -0.6021 -0.100
C 3.8108 -4.0633 -7.1168 -0.7775 -0.2236 -0.5382 -0.256
N 3.0042 -3.5286 -6.0436 0.6811 1.7235 0.2889 -0.218
C 1.8116 -2.8348 -6.5104 -0.3858 0.7684 0.9206 -0.225
C 1.3991 -1.5607 -5.6646 -0.1923 -2.0899 -0.0987 -0.052
C 2.8683 -4.3927 -4.9024 0.8424 -0.4454 0.5208 -0.242
C 4.2568 -4.8702 -4.3161 -1.4864 -0.6676 -0.5081 -0.060
H 2.2757 -5.4255 -7.8554 -0.1355 0.1144 0.2842 0.079
H 3.5114 -6.2173 -6.8453 -0.2515 0.0755 0.2681 0.062
H 3.8475 -5.7865 -8.4487 0.2340 0.2883 -0.2066 0.073
H 4.8729 -4.0880 -6.8730 0.0135 0.1416 -0.0029 0.112
H 3.6107 -3.4131 -7.9684 0.6812 0.2516 0.0606 0.108
H 1.9225 -2.4929 -7.5395 0.4359 -0.1048 0.0242 0.107
H 0.9864 -3.5458 -6.5510 -0.5711 -0.0263 0.1131 0.102
H 0.9433 -1.8916 -4.7314 0.1987 -0.0872 0.3034 0.038
H 2.2617 -0.9455 -5.4086 -0.2703 0.2989 -0.4579 0.051
H 0.5501 -1.1052 -6.1745 0.3980 0.6077 -0.1712 0.069
H 2.2999 -5.2758 -5.1941 -0.0185 -0.6019 0.0373 0.100
H 2.2545 -3.9830 -4.1002 0.1362 0.6557 -0.0929 0.105
H 4.7288 -5.5108 -5.0609 0.3938 0.3610 -0.1116 0.055
H 4.0355 -5.5868 -3.5252 -0.0429 0.1998 0.3410 0.069
H 4.9411 -4.1134 -3.9325 -0.2224 0.1007 -0.2733 0.051
C -3.0883 0.7851 -3.3685 0.3553 0.4250 1.2265 -0.084
C -2.2102 0.4768 -4.5589 -0.4109 -0.9223 -0.9982 -0.228
N -2.8202 -0.5597 -5.4580 -0.1573 -0.7911 0.4502 -0.159
C -4.0118 -0.0687 -6.1727 0.7627 -0.0272 -0.3201 -0.276
C -3.7311 1.0998 -7.1107 -0.4274 0.4331 0.5469 -0.093
C -3.1688 -1.8357 -4.7486 0.7910 0.2932 -0.5898 -0.248
C -1.9428 -2.6071 -4.2488 -0.5622 -0.5764 0.2129 -0.082
H -4.1388 1.0219 -3.5375 0.1313 0.0613 -0.4020 0.073
H -2.6696 1.5738 -2.7433 0.0393 0.4918 -0.2836 0.061
H -3.0730 -0.0272 -2.6418 -0.1035 -0.4760 -0.2448 0.053
H -1.9169 1.3004 -5.2099 -0.6434 0.4029 0.1642 0.103
H -1.2157 0.1720 -4.2330 -0.1219 -0.5986 0.2229 0.085
H -4.7963 0.2347 -5.4794 -0.2933 0.0967 0.2039 0.100
H -4.4298 -0.8813 -6.7669 0.1504 -0.2483 0.1161 0.109
H -2.9604 0.9534 -7.8675 0.0213 -0.2799 0.1899 0.077
H -3.4843 1.9700 -6.5024 0.2237 0.1533 -0.1813 0.060
H -4.6664 1.3658 -7.6031 -0.0112 -0.0507 -0.1971 0.070
H -3.9354 -1.7160 -3.9830 0.0949 0.3755 0.5193 0.101
H -3.6586 -2.5295 -5.4318 -0.0001 0.3184 -0.5396 0.106
H -1.4371 -3.1199 -5.0670 0.4362 0.6971 -0.2331 0.067
H -1.2695 -2.0590 -3.5898 0.0483 0.0767 -0.3537 0.033
H -2.2794 -3.4802 -3.6898 -0.3059 0.0803 0.4547 0.070
C -1.0539 5.2959 6.6635 -0.3001 -0.1082 0.2923 -0.086
C -0.7755 4.0495 5.7917 0.2820 1.1584 0.5547 -0.228
N 0.5063 4.1940 5.0220 0.2781 -0.2296 0.6805 -0.171
C 0.5587 5.3487 4.1170 -1.4296 -0.9257 -0.0186 -0.233
C -0.5219 5.1329 3.0160 0.5367 1.1127 0.4703 -0.067
C 1.6676 4.1611 5.9457 -0.6607 -1.4402 0.2290 -0.265
C 2.9666 3.8408 5.2261 0.2661 0.5091 -0.3782 -0.093
H -1.1412 6.1719 6.0206 0.3050 0.1212 0.1437 0.061
H -0.3251 5.4482 7.4596 0.3219 0.1483 -0.3027 0.066
H -1.9994 5.2957 7.2059 -0.2629 -0.5419 -0.1604 0.069
H -0.7355 3.1433 6.3960 0.4420 0.1495 0.0606 0.078
H -1.6944 3.9150 5.2211 0.4620 -0.0791 -0.8412 0.096
H 0.3194 6.2299 4.7123 -0.0668 0.5299 -0.3155 0.094
H 1.5598 5.5254 3.7239 -0.0403 -0.4904 -0.0971 0.093
H -0.4436 5.9567 2.3065 -0.1037 -0.0282 -0.2007 0.063
H -0.4831 4.1888 2.4727 0.3636 -0.0400 0.2295 0.058
H -1.5022 5.2206 3.4845 -0.0706 -0.0677 -0.1119 0.059
H 1.4318 3.3495 6.6339 0.1017 -0.5048 -0.0961 0.105
H 1.7779 4.9561 6.6832 -0.0370 0.9414 -0.4661 0.105
H 2.7825 3.1579 4.3967 -0.0426 -0.1652 0.1167 0.070
H 3.7511 3.4370 5.8661 -0.2563 -0.1662 0.2226 0.071
H 3.4211 4.7301 4.7894 -0.0735 0.1713 -0.0983 0.058
C 0.1624 1.1012 1.8716 -0.1791 -0.8534 0.1495 -0.059
C -0.5138 -0.2492 1.5338 1.0005 -0.7820 -0.0278 -0.224
N 0.4204 -1.1533 0.8217 0.7223 -0.1439 0.3432 -0.167
C 0.9678 -0.6041 -0.4230 0.2146 -0.6543 0.4025 -0.242
C -0.0486 -0.4057 -1.5547 -0.0012 0.3718 0.3256 -0.057
C 0.0019 -2.5758 0.6657 -0.3964 0.9845 -0.0145 -0.244
C 1.0670 -3.4665 0.0605 0.1988 -0.0272 -0.2010 -0.093
H 1.0914 0.8906 2.4013 0.4128 -0.1121 -0.4557 0.069
H -0.3487 1.7004 2.6251 -0.6567 0.0354 -0.3543 0.054
H 0.3333 1.6646 0.9542 0.0909 0.2464 0.2871 0.042
H -0.6969 -0.8088 2.4510 -0.5054 0.2422 0.2200 0.096
H -1.4345 -0.1657 0.9564 -0.0163 0.4891 0.2574 0.067
H 1.4872 0.3251 -0.1887 -0.3279 0.2479 -0.0174 0.079
H 1.8066 -1.2627 -0.6479 -0.1702 -0.1377 -0.6402 0.085
H 0.3862 -0.0408 -2.4852 0.2323 -0.0874 0.0335 0.064
H -0.6650 -1.2760 -1.7798 0.2381 -0.2047 0.1324 0.051
H -0.7387 0.3681 -1.2184 -0.1828 0.1280 -0.0909 0.064
H -0.9145 -2.5527 0.0759 -0.1918 -0.5414 -0.4227 0.085
H -0.2825 -3.1045 1.5754 -0.0162 0.8903 0.6760 0.107
H 0.9142 -4.5034 0.3598 -0.2970 -0.0489 -0.2561 0.074
H 2.0506 -3.2277 0.4651 0.0673 0.2804 -0.0717 0.079
H 1.0803 -3.3897 -1.0267 0.2112 -0.1533 -0.0167 0.065
C -5.3090 -3.6485 4.1558 -0.6074 -0.8460 0.7111 -0.104
C -4.5420 -2.8073 3.1555 -0.3570 -0.6954 -0.5094 -0.249
N -4.8656 -3.2516 1.7624 0.9389 1.2390 0.5079 -0.160
C -6.2090 -2.8141 1.3954 -0.6843 -1.2465 -0.2964 -0.275
C -6.8444 -3.8559 0.4710 -0.0494 0.9979 -0.8461 -0.087
C -3.8336 -2.8212 0.7585 -0.1484 0.0663 0.8178 -0.212
C -3.5869 -1.3169 0.6220 -0.5992 0.4476 0.1785 -0.089
H -5.2645 -4.7169 3.9443 0.6610 -0.0750 -0.2259 0.076
H -6.3910 -3.5444 4.2370 -0.1081 0.8056 -0.3508 0.061
H -4.9552 -3.5174 5.1784 0.2427 0.1599 -0.0099 0.063
H -4.7368 -1.7499 3.3343 -0.1588 0.3181 -0.1426 0.103
H -3.4866 -2.9500 3.3878 0.1895 -0.1049 -0.4215 0.111
H -6.8962 -2.7564 2.2395 0.5085 0.1207 0.4465 0.103
H -6.2577 -1.8362 0.9163 0.1949 0.2105 -0.1061 0.101
H -6.9815 -4.8476 0.9021 0.2368 0.1704 0.0538 0.075
H -7.7995 -3.4657 0.1194 -0.3350 -0.1419 0.1800 0.066
H -6.2571 -3.8789 -0.4470 0.1813 -0.5642 -0.0146 0.058
H -4.0722 -3.2382 -0.2199 -0.2972 -0.0303 0.0329 0.104
H -2.8849 -3.2818 1.0343 -0.0500 -0.2076 0.1984 0.092
H -2.8785 -1.0775 -0.1711 -0.0827 -0.2158 -0.1865 0.049
H -3.2035 -0.8178 1.5119 0.0589 -0.4710 0.2519 0.050
H -4.5084 -0.7705 0.4207 -0.1195 -0.0697 -0.3341 0.067
```
Forces are in eV/Å.

energy: -75900.999 eV
maximum force: 0.0525 Eh/bohr
SMILES string: CCOS(C)(=O)=O.CCN(CC)CC.CCN(CC)CC.CCN(CC)CC.CCN(CC)CC.CCN(CC)CC.CCN(CC)CC.CCN(CC)CC
HOMO level: -0.290 hartree
net charge: 0
ΔE to the lowest compared entry with this formula, charge and spin: 239.8 kJ/mol

***

[3]
Formula: C9H10N4O2
Source: OMol25
Level of theory: ωB97M-V with the def2-TZVPD basis set

Geometry as XYZ:
```
25
Properties=species:S:1:pos:R:3:forces:R:3:lowdin_charge:R:1
N -2.8334 1.6774 2.2077 0.3710 -0.5985 -1.0043 0.295
C -2.3724 1.0093 1.1970 1.1844 -0.2935 -1.2912 -0.323
N -2.0599 -0.3335 1.2164 -0.1645 1.5675 -0.6537 0.205
C -1.9024 1.6533 0.0574 -0.6327 0.0822 -0.4411 0.112
C -1.9168 1.8990 -1.2458 0.5444 -0.2760 1.5025 -0.245
O -1.4382 1.3990 -2.3945 -1.3536 2.7767 0.8098 0.190
N -0.3740 0.5825 -2.1838 2.2124 -2.0988 -0.4772 0.077
N 0.2885 0.5554 -1.1145 -2.4182 -0.0609 -1.2388 0.188
C 1.1561 -0.3969 -0.7766 1.4323 0.9116 1.2360 -0.250
C 1.5774 -0.1781 0.5631 1.4329 1.1024 1.5923 0.053
C 2.6248 -0.9209 1.1028 -0.9849 -0.1846 -1.9036 -0.008
C 3.2482 -1.8150 0.2569 2.7157 -2.0364 0.3180 -0.004
C 2.8331 -2.1196 -1.0308 -1.4000 -0.0426 -2.5054 -0.007
C 1.7764 -1.3820 -1.5730 0.1289 -1.0024 1.3257 0.043
O -2.4659 2.9769 -0.7593 0.1245 -0.7277 -1.5714 0.232
H -2.9809 2.6219 2.0653 -0.3035 2.3846 0.0417 0.131
H -3.0816 1.3064 3.0698 -0.6293 -1.0044 1.6652 0.140
H -2.6532 -0.8563 0.6073 -0.1915 -0.5497 -0.7268 0.134
H -2.2096 -0.6207 2.1267 -0.0504 -1.5228 2.3088 0.094
H -0.1967 0.0849 -3.0791 -0.1103 0.1661 0.6859 0.234
H 1.2728 0.7267 1.1609 -0.2509 -1.1583 -0.9486 0.154
H 3.0160 -0.8398 2.0662 0.2408 0.5868 1.4521 0.112
H 4.1952 -2.4043 0.5504 -1.6788 1.1544 0.0817 0.172
H 3.2719 -2.9502 -1.6674 -0.3896 1.2146 1.1424 0.161
H 1.2247 -1.6757 -2.4230 0.1709 -0.3904 -1.3999 0.110
```
Forces are in eV/Å.

energy: -19525.872 eV
maximum force: 0.0663 Eh/bohr
SMILES string: NC(=[NH2+])C1=C(O/[NH+]=N/c2ccccc2)O1
HOMO level: -0.621 hartree
net charge: +2
ΔE to the lowest compared entry with this formula, charge and spin: 345.3 kJ/mol

***

[4]
Formula: C2H3Cl3O
Source: OMol25
Level of theory: ωB97M-V with the def2-TZVPD basis set

Geometry as XYZ:
```
9
Properties=species:S:1:pos:R:3:forces:R:3:lowdin_charge:R:1
C -1.4388 -1.3085 0.8028 1.1659 -2.7766 2.4090 -0.725
C 1.8389 -1.3990 -0.0505 -1.6871 2.5283 -0.6958 -0.990
O -1.3436 -0.0689 0.7863 0.0024 2.2815 -0.9478 -0.102
Cl -2.5910 -1.9622 -0.2265 -1.2217 -0.2866 -1.5238 0.652
Cl 3.3672 -0.9809 -0.7854 0.1398 0.2984 -0.1856 0.530
Cl 1.4106 -0.3565 1.3861 1.0521 -0.6458 -0.7832 0.510
H 1.9150 -2.3771 0.2350 0.0853 -2.3204 1.1407 -0.016
H 0.9862 -1.3193 -0.7828 1.0967 0.1896 0.6997 0.044
H -1.7512 0.3035 -0.0143 -0.6335 0.7317 -0.1133 0.098
```
Forces are in eV/Å.

energy: -41734.518 eV
maximum force: 0.0750 Eh/bohr
HOMO level: -0.339 hartree
net charge: 0
ΔE to the lowest compared entry with this formula, charge and spin: 284.6 kJ/mol